Entry 1:
61
Properties=species:S:1:pos:R:3:forces:R:3:lowdin_charge:R:1 method="wB97M-V/def2-TZVPD" spin_multiplicity=1 largest_force_ha_per_bohr=0.3331 charge=0
C -0.84384 -3.92554 0.86388 3.474 -1.941 -1.320 -0.12
C -1.14306 -2.59908 1.38188 -1.847 1.458 0.047 -0.14
H -0.34700 -1.75897 1.20208 -1.757 -1.724 0.267 0.14
H -1.45287 -2.71959 2.42506 0.001 0.824 -0.138 0.12
O -2.48737 -2.27477 0.66333 -2.203 -4.448 9.328 0.05
C -2.49224 -1.55141 -0.29810 -7.311 2.352 -2.574 -0.67
O -1.49855 -1.42224 -0.79198 10.783 3.725 -7.717 0.13
C -3.82959 -0.99471 -0.95662 -1.782 -3.025 5.765 -0.21
C -4.68410 -0.33210 0.19025 3.505 -2.350 4.376 -0.10
C -4.34626 1.11145 0.28082 0.201 1.411 4.980 -0.19
N -3.11160 1.66796 -0.16687 -4.039 -5.660 -9.939 -0.02
C -2.25171 2.07601 0.57844 8.951 1.519 4.514 -0.55
O -2.37837 1.90948 1.75406 -0.220 0.823 4.886 0.05
C -0.77542 2.50027 0.15481 -1.681 -2.301 0.623 -0.18
C 0.19127 1.23205 0.12330 -4.218 0.721 8.636 -0.20
N 1.38572 1.60115 -0.21915 6.878 -2.200 -8.926 -0.05
C 2.02581 2.67292 0.03308 -1.980 6.907 3.657 -0.57
O 2.92869 3.25130 -0.49086 3.602 -0.676 -2.658 0.07
C 1.37002 3.62026 1.06248 -4.452 -4.471 4.340 -0.04
C -0.27697 3.66794 1.00831 0.341 1.363 -2.373 -0.11
H -0.51337 4.52976 0.24607 0.257 -0.835 2.038 0.13
H -0.87441 3.77569 2.01074 1.474 -0.313 -1.983 0.14
H 1.45148 3.03820 2.08268 0.101 0.509 -1.451 0.14
H 1.63783 4.55121 1.44748 1.585 1.691 -0.886 0.08
C 1.99436 1.04580 -1.69417 -6.810 -9.311 7.975 0.19
H 2.67181 1.59815 -2.05931 4.300 4.435 -3.339 0.01
C 2.90963 -0.47921 -1.03360 3.128 12.328 -3.144 -0.31
C 2.18387 -1.21020 -0.28233 -8.884 -10.564 10.140 -0.25
C 2.99108 -2.58703 0.15401 4.367 7.399 -2.523 -0.13
C 4.31767 -2.12538 0.91505 -3.121 3.713 -0.208 -0.10
C 5.04026 -0.87343 0.04632 -2.708 -3.028 4.344 -0.17
C 4.06538 0.15822 -0.33802 -2.004 -1.548 6.544 -0.18
H 3.77387 0.66375 0.74345 -0.008 -0.975 -2.779 0.19
H 4.61021 0.83428 -0.77891 2.147 4.090 -3.158 0.06
H 5.84079 -0.70264 0.69857 1.141 1.495 0.944 0.09
H 5.46772 -1.18428 -0.80118 1.626 -2.122 -3.368 0.07
H 4.97963 -2.92298 0.85792 1.346 -1.466 0.909 0.05
H 3.94952 -1.68429 2.07827 1.557 -1.466 -3.360 0.18
H 2.51125 -3.27559 0.61535 -3.639 -4.298 3.091 0.02
H 3.28946 -2.86512 -0.80351 0.793 -1.496 -1.581 0.08
H 1.88083 -1.03125 0.85724 0.841 1.489 -2.260 0.15
H 1.13720 -1.63464 -0.57870 1.741 0.959 -0.571 0.14
H 3.17420 -0.78601 -1.93015 1.366 -2.232 -4.241 0.11
H 1.11994 0.35377 -2.03252 1.516 2.294 -0.583 0.14
H -0.27080 0.41923 -0.33060 -0.204 -1.504 -0.964 0.07
H 0.47798 0.95069 1.30397 -2.063 -0.060 -2.193 0.20
H -0.80399 2.56156 -0.89659 0.093 1.814 -1.508 0.10
C -2.71991 1.03983 -1.55321 -2.718 7.401 -2.385 -0.05
H -3.12455 2.14478 -2.30173 1.413 -3.186 1.546 0.20
C -3.80008 0.01916 -1.96029 9.768 -2.807 -3.019 -0.17
H -3.13790 -0.48792 -2.89036 -1.908 1.130 1.783 0.19
H -4.64316 0.28575 -2.39100 -4.037 1.786 -1.405 0.07
H -1.61216 1.03969 -1.87600 -2.129 -0.887 1.168 0.12
H -5.03718 1.58074 -0.26381 -3.066 2.413 -1.941 0.08
H -4.36188 1.49284 1.41519 -0.526 -0.825 -2.653 0.18
H -4.30666 -0.69380 1.45360 -1.325 0.112 -4.113 0.21
H -5.71616 -0.60863 0.05837 -0.430 0.573 0.166 0.10
H -4.39567 -1.92242 -1.11004 0.182 0.147 -0.857 0.15
H -0.64399 -3.70848 -0.25703 0.639 -0.948 1.704 0.10
H 0.13837 -4.31168 1.57499 -2.570 0.709 -2.557 0.16
H -1.63501 -4.72048 0.80555 0.521 1.078 0.900 0.09

=====

Entry 2:
70
Properties=species:S:1:pos:R:3:forces:R:3:lowdin_charge:R:1 method="wB97M-V/def2-TZVPD" spin_multiplicity=1 largest_force_ha_per_bohr=0.0140 charge=-1
Ir 0.63154 0.75301 1.27714 -0.192 -0.179 0.215 0.74
N 2.07547 -0.99167 1.67328 -0.022 0.488 -0.342 -0.11
C 2.93581 -0.51413 2.77740 -0.117 0.032 0.102 -0.15
C 3.20334 0.98661 2.69122 -0.015 -0.216 -0.152 -0.56
O 4.26853 1.45114 3.09670 0.104 -0.015 0.060 0.00
N 2.19293 1.66744 2.15432 -0.197 0.066 0.688 -0.16
C 2.38668 3.05668 1.80489 0.079 -0.003 -0.468 -0.15
C 1.93391 3.22629 0.34563 -0.125 -0.245 0.314 -0.65
O 2.20916 4.19676 -0.33240 0.105 0.168 0.013 0.04
O 1.22807 2.22086 -0.10114 0.404 -0.259 0.036 -0.33
H 1.50551 -1.76474 1.99762 -0.073 0.002 -0.111 0.03
H 2.59538 -1.29224 0.85827 0.177 -0.014 0.082 0.03
H 3.88520 -1.04521 2.83959 0.000 0.031 -0.039 0.12
H 2.38095 -0.67946 3.70274 0.024 -0.062 0.016 0.12
H 3.44099 3.32000 1.89060 -0.038 0.007 0.020 0.12
H 1.81056 3.72184 2.44934 -0.065 0.057 -0.041 0.10
S -0.80379 2.46097 2.00230 -0.135 -0.162 -0.392 0.67
C -1.90512 1.67202 3.09246 0.008 -0.362 0.131 -0.66
C -2.80590 2.44113 3.83211 -0.004 -0.052 -0.012 -0.06
C -3.73936 1.85107 4.67320 0.139 -0.063 -0.098 -0.20
C -4.64834 2.68177 5.40022 -0.155 0.067 0.136 -0.19
N -5.38051 3.34943 5.98368 0.009 0.032 -0.010 0.15
C -3.78628 0.45469 4.80309 0.209 0.108 -0.190 -0.20
C -2.88216 -0.31999 4.08118 -0.091 0.048 0.097 -0.07
C -1.94647 0.26519 3.24439 0.223 0.318 -0.280 -0.65
S -0.85966 -0.74706 2.30400 0.335 0.270 0.271 0.56
C -4.73521 -0.17879 5.65821 -0.172 -0.114 0.133 -0.19
N -5.49442 -0.71299 6.33774 -0.002 -0.009 0.012 0.15
H -2.78231 3.51904 3.74227 -0.002 0.014 -0.014 0.11
H -2.91224 -1.39735 4.17688 0.010 -0.015 0.008 0.11
C -2.08230 -0.09703 -3.78262 -0.067 0.163 0.128 -0.22
Si -1.44564 0.75320 -2.22173 -0.006 0.066 0.007 0.30
C -2.80999 0.88111 -0.94150 0.075 -0.062 -0.165 -0.22
C -0.82204 2.45430 -2.70925 -0.129 -0.167 -0.002 -0.20
As 0.26778 -0.46777 -1.12758 -0.341 0.020 -0.263 0.79
Si -0.30579 -2.73583 -1.39546 -0.084 -0.101 -0.013 0.28
C 1.19914 -3.78780 -0.93994 -0.165 -0.002 -0.053 -0.22
C -0.85166 -3.30288 -3.11653 0.016 -0.024 0.173 -0.22
C -1.71772 -3.15638 -0.22611 0.147 -0.041 -0.106 -0.23
Si 2.23776 -0.23888 -2.42589 0.039 0.171 0.064 0.32
C 2.04416 -1.04102 -4.12111 0.035 0.040 0.101 -0.22
C 2.73017 1.55226 -2.66491 0.143 -0.283 -0.145 -0.20
C 3.64457 -1.09691 -1.49988 -0.082 0.031 -0.113 -0.21
H -2.80399 0.57394 -4.25915 -0.003 0.001 -0.025 0.03
H -2.59483 -1.03541 -3.57500 0.016 -0.010 0.025 0.01
H -1.28277 -0.28753 -4.49967 0.041 -0.028 0.008 0.02
H -3.59783 1.55062 -1.29705 -0.011 0.003 -0.006 0.03
H -2.41149 1.28045 -0.00681 0.012 0.037 -0.001 -0.02
H -3.26010 -0.09125 -0.73109 0.010 -0.021 0.012 0.02
H -1.68879 3.11223 -2.82221 -0.007 0.007 -0.004 0.03
H -0.30928 2.41986 -3.67294 0.046 -0.004 0.008 0.03
H -0.15563 2.88386 -1.96268 0.020 -0.014 0.069 0.01
H 1.92609 -3.82894 -1.75390 -0.008 0.027 0.001 0.02
H 0.85257 -4.80835 -0.75359 0.022 -0.029 -0.017 0.03
H 1.71272 -3.44945 -0.03942 -0.020 0.044 0.028 0.01
H -0.29160 -2.86995 -3.94202 0.025 0.040 -0.003 0.00
H -1.90780 -3.08976 -3.27828 -0.023 0.031 0.007 0.01
H -0.73253 -4.39021 -3.15792 0.012 -0.012 -0.010 0.03
H -1.38601 -3.22152 0.80991 0.017 0.030 0.005 -0.01
H -2.13148 -4.12427 -0.52408 -0.024 -0.023 0.027 0.03
H -2.51796 -2.41649 -0.25693 0.001 0.028 -0.040 0.01
H 1.37813 -0.44596 -4.74905 -0.051 -0.009 0.002 0.02
H 1.65343 -2.05654 -4.07466 0.023 -0.027 0.022 0.00
H 3.01843 -1.07922 -4.61591 0.025 0.026 -0.007 0.03
H 1.90003 2.21754 -2.87661 -0.088 0.017 -0.021 0.01
H 3.43637 1.59280 -3.50244 -0.020 0.016 -0.002 0.04
H 3.22959 1.94750 -1.78507 -0.006 0.028 0.116 0.03
H 3.46035 -2.15182 -1.28370 -0.011 0.075 0.004 0.01
H 3.85931 -0.56524 -0.57090 -0.002 0.032 0.040 0.02
H 4.55439 -1.03557 -2.10328 0.001 -0.013 -0.037 0.04

=====

Listing DFT total energy for the structures above in their given order: -1230.43388; -5271.20507 Eh.